Record 1
A structure of composition C3H5NO2, computed with ωB97M-V/def2-TZVPD.

```
! wB97M-V def2-TZVPD RIJCOSX def2/J DEFGRID3
* xyz 0 1
C 1.066 -0.213 1.245
C 0.392 0.369 0.056
C -0.743 -0.402 -0.515
H 0.481 0.704 2.465
H 2.411 0.021 1.025
H 0.688 -1.669 1.551
H -0.919 1.258 -1.537
H -1.889 -0.213 -2.133
N -1.318 0.337 -1.460
O 0.806 1.412 -0.473
O -0.976 -1.604 -0.224
*
```

Calculated values
* HOMO energy: -9.89 eV
* frontier orbital gap: 9.24 eV

Record 2
An isolated molecule of C5H9NOS, computed with ωB97M-V/def2-TZVPD.

```
! wB97M-V def2-TZVPD RIJCOSX def2/J DEFGRID3
* xyz 0 1
C -0.026 -2.585 -0.056
C -0.501 -1.251 0.066
C -1.220 -0.700 1.066
C -1.624 0.750 1.154
N -1.391 1.324 2.446
O -0.018 -0.413 -0.932
C 1.148 0.160 -0.690
S 1.798 1.278 -1.706
H 1.009 -2.588 0.113
H -0.490 -3.304 0.664
H -0.276 -3.006 -1.034
H -1.615 -1.231 1.994
H -1.054 1.279 0.284
H -2.740 0.771 1.043
H -0.394 1.312 2.681
H -1.614 2.301 2.393
H 1.621 -0.184 0.257
*
```

Calculated values
* HOMO energy: -8.95 eV
* SMILES: C/C(=C/CN)OC=S
* frontier orbital gap: 9.22 eV

Record 3
An isolated molecule of C6H8N2S, computed with ωB97M-V/def2-TZVPD.

```
! wB97M-V def2-TZVPD RIJCOSX def2/J DEFGRID3
* xyz 0 1
C 1.945 1.618 0.638
N 0.570 1.419 0.390
S -0.557 2.712 0.394
C 0.008 0.085 0.196
C 0.516 -1.070 -0.298
C -0.305 -2.172 -0.681
C -1.650 -2.028 -0.428
C -2.145 -0.833 0.112
N -1.354 0.206 0.357
H 2.208 1.182 1.633
H 2.531 1.214 -0.171
H 2.191 2.627 0.660
H -0.262 2.989 -0.898
H 1.603 -1.232 -0.369
H 0.163 -3.100 -1.004
H -2.259 -2.837 -0.765
H -3.204 -0.780 0.235
*
```

Calculated values
* HOMO energy: -8.21 eV
* SMILES: CN(S)c1ccccn1
* frontier orbital gap: 9.09 eV

Record 4
An isolated molecule of C3H4FN3S, computed with ωB97M-V/def2-TZVPD.

```
! wB97M-V def2-TZVPD RIJCOSX def2/J DEFGRID3
* xyz 0 1
N -1.995 0.597 0.147
N -0.748 -0.069 -0.017
C -0.362 -1.393 -0.058
N 0.923 -1.457 -0.064
C 1.430 -0.223 -0.042
S 3.139 0.156 0.080
C 0.410 0.625 0.089
F 0.377 1.971 -0.092
H -2.557 0.437 -0.779
H -2.516 0.074 0.869
H -1.082 -2.178 0.043
H 2.980 1.460 -0.177
*
```

Calculated values
* HOMO energy: -8.25 eV
* SMILES: Nn1cnc(S)c1F
* frontier orbital gap: 8.81 eV

Record 5
A structure of composition C29H25F3N9S3Sm, computed with ωB97M-V/def2-TZVPD.

```
! wB97M-V def2-TZVPD RIJCOSX def2/J DEFGRID3
* xyz 0 6
Sm 11.328 8.922 12.322
C 11.049 13.682 12.132
C 11.139 12.311 11.922
N 11.118 11.424 12.905
C 10.983 11.845 14.171
C 10.914 13.211 14.499
C 10.947 14.121 13.434
C 10.746 13.628 15.853
C 10.592 12.713 16.835
C 10.612 11.320 16.523
C 10.315 10.343 17.485
C 10.212 9.022 17.121
C 10.466 8.666 15.798
N 10.788 9.552 14.865
C 10.823 10.855 15.206
H 11.035 14.371 11.302
H 11.232 11.899 10.930
H 10.864 15.175 13.647
H 10.702 14.698 16.059
H 10.439 12.994 17.871
H 10.139 10.643 18.518
H 9.943 8.265 17.857
H 10.371 7.635 15.493
F 10.346 6.835 13.099
C 10.555 6.176 11.663
F 11.961 6.691 11.552
F 9.913 7.184 10.975
N 9.010 9.412 12.442
C 8.282 10.318 12.381
C 7.399 11.388 12.332
C 7.714 12.535 13.128
N 7.977 13.465 13.761
C 6.264 11.276 11.478
N 5.378 11.177 10.741
C 11.919 11.113 7.847
C 10.525 10.626 8.209
C 9.580 11.811 8.330
C 9.999 9.638 7.167
N 10.563 10.019 9.553
N 11.478 8.935 9.732
H 11.880 11.775 6.979
H 12.593 10.287 7.595
H 12.352 11.656 8.683
H 9.445 12.257 7.350
H 9.998 12.555 9.026
H 8.609 11.483 8.710
H 9.965 10.101 6.188
H 8.991 9.280 7.404
H 10.650 8.749 7.078
H 9.638 9.657 9.754
H 12.394 9.306 9.535
H 11.302 8.153 9.117
S 16.345 5.283 12.542
C 15.468 6.668 12.508
S 15.637 7.915 11.302
C 14.324 8.823 11.967
N 13.834 8.259 13.035
N 14.494 7.088 13.361
C 14.211 6.544 14.647
C 12.910 6.600 15.138
C 12.626 6.136 16.418
C 13.635 5.577 17.204
C 14.929 5.530 16.711
C 15.211 6.007 15.440
S 13.721 10.303 11.360
H 12.126 6.956 14.497
H 11.606 6.150 16.794
H 13.396 5.220 18.207
H 15.742 5.130 17.327
H 16.229 5.952 15.079
*
```

Calculated values
* HOMO energy (alpha / beta): -8.11 / -8.11 eV
* <S²>: 8.760
* frontier orbital gap (alpha / beta): 6.83 / 7.15 eV

Record 6
A structure of composition C38H38Cl3N5OPdS2, computed with ωB97M-V/def2-TZVPD.

```
! wB97M-V def2-TZVPD RIJCOSX def2/J DEFGRID3
* xyz 0 1
Pd 0.012 1.942 -0.830
C 2.727 1.573 -1.925
N 2.085 2.075 -0.693
C 2.549 1.282 0.469
C 2.371 3.514 -0.544
C 3.661 3.923 -0.263
C 3.978 5.270 -0.193
C 2.979 6.190 -0.460
C 1.687 5.787 -0.751
C 1.324 4.429 -0.759
N 0.078 3.900 -1.032
C -1.157 4.503 -0.896
C -1.433 5.858 -0.647
C -2.731 6.333 -0.588
C -3.816 5.494 -0.774
C -3.570 4.147 -0.991
C -2.277 3.662 -1.030
N -2.047 2.219 -1.229
C -2.354 1.859 -2.629
C -2.880 1.411 -0.315
H 3.812 1.699 -1.867
H 2.351 2.131 -2.780
H 2.500 0.514 -2.039
H 3.640 1.295 0.536
H 2.213 0.253 0.337
H 2.092 1.695 1.366
H 4.433 3.183 -0.097
H 4.984 5.587 0.043
H 3.199 7.250 -0.448
H 0.976 6.551 -1.011
H -0.643 6.559 -0.454
H -2.887 7.385 -0.383
H -4.829 5.868 -0.728
H -4.402 3.466 -1.109
H -3.390 2.119 -2.868
H -2.215 0.788 -2.765
H -1.686 2.403 -3.295
H -3.937 1.481 -0.585
H -2.706 1.761 0.700
H -2.574 0.368 -0.393
S -0.376 2.481 1.862
C -0.352 1.405 3.248
C 0.736 1.383 4.134
C 0.739 0.573 5.259
C -0.337 -0.260 5.538
C -1.419 -0.265 4.665
C -1.426 0.551 3.545
H 1.574 2.042 3.938
H 1.592 0.595 5.928
H -0.336 -0.888 6.420
H -2.274 -0.901 4.867
H -2.285 0.550 2.883
Cl 3.185 -2.280 4.183
C 2.139 -2.844 2.925
C 2.628 -2.983 1.636
C 1.782 -3.470 0.653
C 0.461 -3.822 0.921
C -0.392 -4.347 -0.212
C -1.509 -3.393 -0.625
N -0.939 -2.165 -1.141
C -0.561 -1.907 -2.439
C 0.021 -0.676 -2.421
N -0.003 -0.182 -1.135
C -0.584 -1.104 -0.402
O -0.983 -5.603 0.061
C -0.217 -6.697 -0.432
C -0.236 -6.730 -1.931
C 0.818 -6.456 -2.750
Cl 2.426 -6.079 -2.271
S 0.409 -6.497 -4.416
C -1.218 -6.881 -4.035
C -1.418 -6.973 -2.696
C 0.004 -3.648 2.227
Cl -1.634 -4.030 2.659
C 0.827 -3.163 3.229
H 3.654 -2.727 1.414
H 2.159 -3.597 -0.355
H 0.274 -4.437 -1.080
H -2.176 -3.161 0.201
H -2.090 -3.876 -1.411
H -0.733 -2.614 -3.232
H 0.428 -0.105 -3.239
H -0.742 -1.036 0.665
H -0.689 -7.589 -0.022
H 0.810 -6.649 -0.059
H -1.934 -7.030 -4.827
H -2.371 -7.206 -2.245
H 0.449 -3.039 4.234
*
```

Calculated values
* HOMO energy: -5.75 eV
* frontier orbital gap: 5.85 eV

Record 7
A cluster of 40 separate species, H80O40 in total, computed with ωB97M-V/def2-TZVPD.

```
! wB97M-V def2-TZVPD RIJCOSX def2/J DEFGRID3
* xyz 0 1
H -0.501 -3.843 3.708
H 0.927 -4.055 4.550
O 0.332 -3.504 4.040
H 4.438 0.475 -1.171
H 4.994 -0.624 -2.286
O 5.019 0.255 -1.897
H -1.097 -3.042 1.082
H -0.495 -1.669 1.002
O -0.641 -2.384 1.632
H -1.844 3.705 -1.774
H -1.888 2.918 -3.011
O -1.359 3.651 -2.685
H -0.566 -1.903 3.843
H -1.397 -1.563 5.155
O -1.081 -1.216 4.306
H 1.919 -3.890 1.920
O 2.526 -3.871 1.156
H -2.377 2.709 3.653
O -2.219 3.233 4.475
H 6.036 1.395 3.316
H 5.410 1.227 1.895
O 5.450 1.807 2.673
H 0.811 -2.830 -2.842
H 1.030 -2.500 -4.492
O 1.066 -3.100 -3.732
H 1.713 0.994 2.911
H 2.705 1.415 3.966
O 2.379 0.625 3.515
H -1.432 1.821 -4.593
H -2.360 0.927 -3.721
O -1.517 0.921 -4.252
H -2.293 -3.296 -2.365
O -2.947 -2.567 -2.431
H -1.903 6.562 -0.305
H -1.589 6.816 1.125
O -2.146 6.218 0.610
H 0.155 -0.221 5.951
H -0.634 0.786 6.572
O 0.274 0.715 6.234
H 2.224 -4.972 -0.012
H 3.482 -5.232 -0.735
O 2.628 -5.655 -0.610
H 0.905 -0.293 -6.008
H -0.281 -0.065 -5.192
O 0.421 -0.767 -5.309
H -2.356 -0.070 3.199
H -1.191 0.378 2.438
O -2.113 0.629 2.583
H 0.512 0.546 0.495
H 0.197 1.942 0.070
O -0.193 1.045 0.061
H 0.072 4.063 -4.394
O -0.349 4.855 -4.751
H 5.677 -3.888 -1.866
H 5.676 -2.868 -2.921
O 5.834 -2.939 -1.969
H -4.900 -2.461 2.364
O -5.874 -2.554 2.274
H -3.397 0.018 -0.940
H -3.032 0.846 0.027
O -3.773 0.862 -0.619
H -2.876 3.745 0.327
H -2.911 2.608 -0.448
O -3.037 3.574 -0.619
H 2.833 3.956 3.949
H 4.504 4.012 3.687
O 3.629 4.384 3.616
H 0.110 3.382 3.844
H 0.256 2.914 5.322
O 0.690 3.432 4.610
H -4.072 -4.002 -0.511
H -4.300 -4.530 0.836
O -3.885 -3.770 0.408
H -4.390 5.355 -2.671
H -4.571 3.802 -2.612
O -3.906 4.489 -2.743
H 5.019 -2.823 2.345
H 5.308 -1.810 3.477
O 5.198 -1.895 2.526
H -1.007 5.841 -2.237
H 0.045 6.914 -1.436
O -0.610 6.215 -1.429
H -0.010 -4.346 -2.918
H -0.120 -4.443 -1.495
O -0.669 -4.110 -2.222
H -0.621 -6.374 -0.144
H 0.959 -6.050 0.063
O 0.036 -5.791 0.234
H 4.278 3.367 0.962
O 3.777 3.274 0.140
H 2.224 0.458 -1.525
H 2.127 1.737 -0.924
O 2.404 0.828 -0.642
H -1.049 4.940 -4.061
H 2.948 -3.005 1.166
H -5.836 -1.687 1.847
H -2.743 3.985 4.160
H -2.475 -1.761 -2.686
H 3.347 2.412 0.214
O 1.640 -1.897 2.832
H 1.982 -1.050 3.185
H 1.248 -2.038 3.701
O 0.454 -0.374 -2.412
H -0.200 0.313 -2.623
H 0.520 -0.847 -3.267
O -3.083 -4.838 -3.845
H -3.943 -4.694 -3.425
H -2.918 -3.924 -4.128
O 2.089 3.745 -1.650
H 3.031 3.774 -1.421
H 1.654 4.600 -1.630
O 3.462 -2.998 -4.533
H 2.481 -2.969 -4.392
H 3.932 -3.620 -3.984
O -4.040 0.673 -3.397
H -4.395 -0.092 -2.925
H -4.805 0.997 -3.886
O -4.769 -0.463 2.981
H -4.949 0.402 2.592
H -5.056 -0.438 3.899
*
```

Calculated values
* HOMO energy: -10.39 eV
* frontier orbital gap: 10.02 eV

Record 8
A cluster of 2 separate species, C3H2ClNO in total, computed with ωB97M-V/def2-TZVPD.

```
! wB97M-V def2-TZVPD RIJCOSX def2/J DEFGRID3
* xyz 0 1
O -2.224 1.160 -1.994
C -1.583 0.402 -1.380
C -0.925 -0.404 -0.521
Cl 0.414 -1.160 -1.336
H -0.848 -0.208 0.517
C 1.707 0.154 1.569
N 0.670 -0.216 1.438
H 2.790 0.274 1.708
*
```

Calculated values
* HOMO energy: -8.59 eV
* SMILES: O=C=CCl.C#N
* frontier orbital gap: 9.23 eV

Computed values of F_max (unit: eV/A) for the preceding records, in sequence: 5.256; 3.667; 4.726; 3.197; 0.877; 0.809; 3.169; 6.284.
Computed values of energy relative to the best compared isomer or geometry (same formula, charge and spin) (unit: eV) for the preceding records, in sequence: 5.265; 2.378; 1.485; 1.647; 0.000; 0.630; 9.605; 2.194.